Density functional theory data (ωB97M-V with the def2-TZVPD basis set) for an isolated ion of composition C5H11O2 and charge -1.

Geometry as XYZ:
```
18
C5H11O2 ωB97M-V with the def2-TZVPD basis set
C -0.79181 -0.70268 1.58331
O -1.61444 -0.15858 2.63500
C -1.27102 -0.27159 0.20524
C -0.61190 1.00643 -0.31323
C 0.87546 0.86018 -0.68445
C 1.23851 -0.21873 -1.82559
O 2.48965 -0.65264 -1.76354
H 0.23077 -0.37239 1.78466
H -0.85419 -1.77926 1.66574
H -1.62655 0.79919 2.48635
H -1.06425 -1.04599 -0.52092
H -2.35388 -0.14558 0.29773
H -1.14524 1.35222 -1.20823
H -0.74153 1.80004 0.42329
H 1.51545 0.75018 0.19200
H 1.12143 1.79863 -1.20131
H 0.99383 0.36228 -2.77039
H 0.40750 -0.98339 -1.80752
```

## Properties
energy above the lowest of the compared OMol25 structures with the same formula, charge and spin = 60.77 kcal/mol
total charge = -1
frontier orbital gap = 5.811 eV
SMILES = [O-]CCCCCO

Partial charges, Mulliken, in e:
1 C -0.4091
2 O -0.5528
3 C -0.6445
4 C -0.4360
5 C -0.6239
6 C -0.1683
7 O -0.8871
8 H 0.2294
9 H 0.2920
10 H 0.3106
11 H 0.3375
12 H 0.3343
13 H 0.2921
14 H 0.2146
15 H 0.2400
16 H 0.3619
17 H 0.1050
18 H 0.0042